Entry 1:
This record from the OMol25 dataset describes a molecular structure, C22H18Br2Cl4CrN4O10P2. The level of theory is wB97M-V/def2-TZVPD.

```
63
Properties=species:S:1:pos:R:3
Cr 0.55680 -0.29884 -0.00512
Cl -1.04047 -3.33552 -5.84225
C -1.01880 -2.82795 -4.18426
C -1.83082 -3.45570 -3.24452
Cl -2.87781 -4.75140 -3.71858
C -1.79566 -3.04395 -1.90555
Cl -2.78771 -3.78521 -0.69778
C -0.94936 -2.01679 -1.50740
O -0.85067 -1.55353 -0.26627
C -0.13665 -1.38460 -2.46188
O 0.66637 -0.44027 -1.97132
C -0.17227 -1.78758 -3.78250
Cl 0.87777 -0.98717 -4.89914
C -3.81799 0.49661 -0.43839
C -3.41129 0.70573 0.99549
C -4.27620 1.33709 1.92276
C -3.90708 1.43622 3.22961
C -2.64912 0.94217 3.64679
C -2.19672 0.90206 4.98506
Br -3.28362 1.57207 6.40023
C -0.98640 0.37260 5.29114
C -0.13583 -0.08261 4.26606
Br 1.55313 -0.75916 4.82339
C -0.44902 -0.01579 2.90937
O 0.39693 -0.32756 1.95863
C -1.80629 0.42700 2.63101
N -2.22392 0.29193 1.35232
H -4.88167 0.26064 -0.51798
H -3.22474 -0.30584 -0.87164
H -3.62243 1.40008 -1.02421
H -5.23020 1.72982 1.58587
H -4.56909 1.88300 3.95872
H -0.66313 0.30798 6.31984
C 1.66374 4.03267 -2.55260
C 1.38688 2.61706 -2.05384
O 2.02192 1.71082 -2.93709
P 2.14263 2.38795 -0.38207
O 3.61554 3.00445 -0.50096
O 1.48453 3.39147 0.65428
O 2.25920 0.96145 0.09703
P -0.43655 2.26573 -1.73587
O -0.98536 3.74176 -1.29165
O -1.21844 1.78365 -2.88463
O -0.35218 1.55397 -0.37179
H 2.72875 4.12470 -2.76506
H 1.37559 4.78211 -1.81706
H 1.10463 4.19861 -3.47484
H 1.55682 0.85166 -2.88146
H 4.27145 2.33940 -0.23792
H 0.54075 3.14106 0.76271
H -1.49173 4.10281 -2.04115
N 4.22179 -3.24910 2.50277
C 3.62854 -2.98614 1.28950
C 2.55209 -2.08689 1.21819
N 1.96745 -1.79596 0.06965
C 2.46363 -2.38639 -1.03400
C 3.52078 -3.25846 -0.94098
N 4.11717 -3.57522 0.21249
H 3.70950 -3.00499 3.32992
H 4.80158 -4.06819 2.54820
H 2.16639 -1.60222 2.10210
H 2.01316 -2.15897 -1.98443
H 3.91369 -3.72434 -1.83693
```

Properties
E_HOMO (spin up / spin down), eV: -5.082 / -5.268
Gap between HOMO and LUMO (spin up / spin down), Eh: 0.2583 / 0.2728
Multiplicity: 2
E_LUMO (spin up / spin down), eV: 1.9 / 2.2
Net charge: -1



Entry 2:
This record from the OMol25 dataset describes a molecular structure, C22H18Co2O10. The level of theory is wB97M-V/def2-TZVPD.

```
52
Properties=species:S:1:pos:R:3
O -0.57434 -0.36385 1.42724
C -0.22593 -0.00604 0.38387
Co 0.00977 0.39955 -1.29492
C -1.46636 1.17240 -1.73469
O -2.49173 1.63196 -2.03054
C 1.08445 1.78643 -1.68269
O 1.64710 2.68994 -2.12213
C -0.45588 -1.42212 -2.02038
C -1.77705 -2.05531 -1.88444
C -2.36406 -2.20912 -0.61724
C -3.66934 -2.67866 -0.48337
C -4.37779 -3.09684 -1.61120
C -3.75782 -3.07431 -2.87061
C -2.45308 -2.59216 -3.00609
C 0.39077 -1.42332 -3.15268
C 0.35259 -1.12780 -4.44588
Co 1.28655 -1.74707 -1.68391
C 1.62770 -2.09236 0.06882
O 2.05384 -2.31093 1.11702
C 2.66864 -0.66608 -1.97939
O 3.66808 -0.13448 -2.20227
C 2.04198 -3.17080 -2.36779
O 2.63938 -4.04670 -2.82211
H -1.77767 -1.97371 0.26865
H -4.11991 -2.70748 0.50972
H -5.41159 -3.43914 -1.50835
H -4.30271 -3.42737 -3.74569
H -1.95651 -2.62620 -3.97527
H 1.22746 -1.31455 -5.05890
H -0.56389 -0.80346 -4.92692
H 0.91212 1.35228 3.29855
C 0.92587 1.88052 2.35774
C 2.16182 2.01593 1.67239
O 2.42113 2.56894 0.61296
O 3.12293 1.34217 2.40234
C 4.47267 1.49133 1.92446
C 5.35133 0.51592 2.67290
C -0.28497 2.50579 1.94829
O -0.58519 3.00526 0.87398
O -1.20773 2.36399 2.96359
C -2.48225 2.98874 2.75937
C -3.46383 2.43568 3.76000
H 4.51370 1.28306 0.84579
H 4.79866 2.52305 2.12260
H 6.37594 0.60317 2.30528
H 5.35936 0.71430 3.75137
H 5.01198 -0.51322 2.50916
H -2.35089 4.06619 2.90951
H -2.83099 2.79385 1.74118
H -4.43136 2.91288 3.60361
H -3.59003 1.35790 3.62502
H -3.15297 2.62182 4.79209
```

Properties
E_HOMO, eV: -0.912
Gap between HOMO and LUMO, Eh: 0.2125
E_LUMO, eV: 4.9
Net charge: -2



Entry 3:
This record from the OMol25 dataset describes 2 unconnected molecules or ions with the total composition C22H18F3N5O6S. The level of theory is wB97M-V/def2-TZVPD.

```
55
Properties=species:S:1:pos:R:3
C -0.24089 0.67504 -3.01254
N -1.14963 0.69034 -1.88479
C -1.02127 1.43102 -0.76272
H 0.55238 -1.83377 0.53210
C -0.07402 2.48852 -0.56432
C -0.56641 3.71693 -1.02195
C 0.20441 4.85483 -0.90438
C 1.48605 4.81587 -0.35769
C 1.96317 3.58655 0.08989
C 1.20369 2.40731 0.01834
N -2.03766 1.11667 0.06600
C -2.22815 1.60771 1.41621
C -2.96099 0.28859 -0.61376
C -2.40336 0.03812 -1.88739
C -3.21227 -0.10557 -3.03057
C -4.60624 0.07320 -2.87271
C -5.17137 0.28688 -1.59833
C -4.35731 0.35104 -0.43289
H -0.67669 0.07568 -3.81870
H -0.06896 1.68860 -3.40073
H 0.71036 0.24954 -2.65772
H -1.56029 3.76803 -1.47082
H -0.20659 5.78322 -1.25889
H 2.10036 5.70870 -0.29086
H 2.97442 3.52620 0.52204
H 1.57811 1.46336 0.42167
H -3.15916 1.18163 1.81059
H -1.33771 1.32127 2.00077
H -2.34877 2.70265 1.43080
H -2.75022 -0.21179 -4.03625
H -5.23451 0.17330 -3.76879
H -6.23910 0.52822 -1.51691
H -4.78404 0.57191 0.56921
O -0.25270 -1.51471 3.85026
S 0.86384 -0.92334 3.16246
O 0.72045 0.37198 2.49608
C 2.34350 -0.80439 4.28628
F 2.17614 0.03909 5.29569
F 2.63004 -2.03222 4.76623
F 3.35459 -0.36256 3.50033
C 1.66392 -2.05240 1.97152
C 1.61556 -1.50904 0.55824
C 2.34306 -2.30893 -0.41715
N 2.66265 -1.93255 -1.67352
O 2.65144 -0.92182 -2.37068
O 3.09459 -3.20923 -2.26330
N 2.86999 -4.28698 -1.43273
C 2.36082 -3.68909 -0.30234
C 1.98267 -4.28880 0.93554
N 2.44709 -5.57681 1.36451
O 2.84361 -6.45858 0.58667
O 2.49192 -5.73714 2.61642
C 1.56240 -3.43371 2.01960
H 1.87086 -0.44047 0.39791
H 1.32623 -3.94806 2.93806
```

Properties
E_HOMO, eV: -6.866
Gap between HOMO and LUMO, Eh: 0.2199
E_LUMO, eV: -0.9
Net charge: 0



Entry 4:
This record from the OMol25 dataset describes a molecular structure, C22H18F8N8O2S2SbTi. The level of theory is wB97M-V/def2-TZVPD.

```
62
Properties=species:S:1:pos:R:3
Ti -0.46356 0.74864 -0.14420
O 1.15081 2.37292 3.38285
C 1.62406 1.34143 4.06229
C 2.18361 1.47936 5.33422
C 2.67754 0.37840 5.99024
C 2.64211 -0.90906 5.41098
C 2.09899 -1.06928 4.17500
C 1.56759 0.04288 3.46096
C 0.96916 -0.16686 2.19716
O 0.44529 0.78104 1.49723
N 0.97968 -1.40749 1.62985
N 0.45682 -1.34348 0.41831
C 0.57784 -2.47519 -0.29008
S 1.10531 -3.94508 0.39335
C 1.18003 -4.82409 -1.19969
C 0.11594 -4.25101 -2.11407
S 0.18416 -2.44013 -1.95397
H 1.21116 3.19626 3.88846
H 2.22406 2.46038 5.79106
H 3.10812 0.50457 6.97512
H 3.04388 -1.75264 5.95271
H 2.05428 -2.04229 3.70815
H 1.01321 -5.88147 -1.00171
H 2.18209 -4.68876 -1.60556
H -0.88522 -4.58337 -1.84188
H 0.30936 -4.50092 -3.15580
F 4.87753 0.33812 -0.80664
C 3.70542 0.55904 -1.39773
C 2.55560 0.48891 -0.62855
C 1.32835 0.71399 -1.23457
C 1.25615 1.02332 -2.59844
C 2.44744 1.06747 -3.32139
F 2.42375 1.32989 -4.63102
C 3.68060 0.83802 -2.74791
C -0.08133 1.27344 -3.14621
C -0.37527 1.70053 -4.43346
C -1.69574 1.91056 -4.79324
C -2.70033 1.68640 -3.86705
C -2.34256 1.27367 -2.60373
N -1.06420 1.07148 -2.23673
H 2.67916 0.27292 0.42232
H 4.58705 0.88338 -3.33498
H 0.41750 1.87691 -5.13896
H -1.93527 2.25078 -5.79188
H -3.74147 1.84127 -4.10895
H -3.09471 1.10704 -1.85136
F -0.41710 2.70003 0.08192
Sb -2.03110 3.50144 1.11364
F -1.72180 2.10261 2.35626
F -2.72818 2.02933 0.06685
F -3.60848 4.03301 1.91834
F -2.19638 4.65280 -0.33180
F -0.80520 4.56379 2.02956
N -4.55355 -2.76025 -0.93838
N -3.77891 -1.82234 -0.28777
N -3.99595 -1.49100 0.96585
C -2.97833 -0.68920 1.21411
N -2.19045 -0.57439 0.13095
N -2.72346 -1.31427 -0.82925
H -5.44127 -2.82348 -0.44843
H -4.70154 -2.46566 -1.89862
H -2.81231 -0.17434 2.14623
```

Properties
E_HOMO (spin up / spin down), eV: -14.128 / -14.127
Gap between HOMO and LUMO (spin up / spin down), Eh: 0.2541 / 0.1950
Multiplicity: 2
E_LUMO (spin up / spin down), eV: -7.2 / -8.8
Net charge: +2